(1)
The following is a DFT calculation (ωB97M-V/def2-TZVPD) of a 2-piece molecular cluster, C31H28FNO4S overall at a distorted geometry.

Positions of all 66 atoms, in Å:
C: -3.18 -3.05 0.29
C: -3.08 -2.68 1.74
O: -1.75 -2.16 1.91
C: -1.56 -1.83 3.21
C: -0.26 -1.11 3.35
F: 0.05 -0.95 4.65
S: 1.15 -1.75 2.38
C: 2.47 -1.04 3.36
C: 2.81 0.29 3.14
C: 3.76 0.91 3.96
C: 4.36 0.18 4.99
C: 4.05 -1.16 5.19
C: 3.09 -1.78 4.37
O: 1.33 -3.20 2.49
O: 1.10 -1.10 1.10
O: -2.35 -2.12 4.09
H: -4.22 -3.20 0.07
H: -2.76 -2.28 -0.36
H: -2.63 -3.98 0.13
H: -3.79 -1.90 2.02
H: -3.22 -3.53 2.40
H: 2.34 0.83 2.32
H: 4.01 1.94 3.78
H: 5.10 0.67 5.63
H: 4.53 -1.74 5.97
H: 2.83 -2.82 4.52
C: -1.91 -3.44 -4.86
N: -1.13 -2.22 -4.91
C: -0.95 -1.70 -6.25
C: -0.97 -1.38 -3.79
C: 0.05 -1.64 -2.85
C: 0.28 -0.76 -1.81
C: -0.54 0.37 -1.59
C: -0.18 1.36 -0.59
C: -1.09 2.36 -0.06
C: -0.32 3.49 0.39
C: -0.93 4.64 0.86
C: -2.33 4.70 0.89
C: -3.10 3.62 0.40
C: -2.49 2.46 -0.10
C: 1.08 3.20 0.17
C: 1.18 1.88 -0.42
C: 2.41 1.50 -0.99
C: 3.54 2.31 -0.75
C: 3.45 3.53 -0.06
C: 2.20 4.00 0.36
C: -1.60 0.60 -2.53
C: -1.80 -0.26 -3.61
H: -2.04 -3.77 -3.83
H: -2.90 -3.30 -5.31
H: -1.40 -4.23 -5.43
H: -0.31 -0.81 -6.21
H: -0.46 -2.46 -6.88
H: -1.91 -1.43 -6.72
H: 0.68 -2.52 -2.99
H: 1.11 -0.94 -1.13
H: -0.31 5.45 1.23
H: -2.84 5.57 1.31
H: -4.18 3.68 0.43
H: -3.07 1.64 -0.54
H: 2.48 0.61 -1.62
H: 4.51 1.98 -1.12
H: 4.35 4.11 0.14
H: 2.08 4.95 0.87
H: -2.21 1.50 -2.46
H: -2.61 -0.09 -4.32

Values from the calculation:
E_tot ... -2051.68391 Ha
Kohn-Sham gap ... 2.7 eV


(2)
The following is a DFT calculation (ωB97M-V/def2-TZVPD) of C31H28N4O4PbS3 as an isolated structure.

Positions of all 71 atoms, in Å:
Pb: 0.21 0.64 -1.13
C: -0.54 -1.20 -3.34
C: -0.10 -0.02 -3.97
C: 1.29 0.09 -3.75
C: 1.71 -1.05 -3.01
C: 0.57 -1.83 -2.75
H: -1.56 -1.55 -3.31
H: -0.71 0.68 -4.51
H: 1.94 0.85 -4.15
H: 2.71 -1.26 -2.67
H: 0.56 -2.75 -2.18
C: -2.01 3.79 2.04
C: -1.13 2.66 1.55
N: -1.47 1.98 0.53
N: -2.72 2.27 -0.01
C: -2.70 2.67 -1.23
S: -1.35 2.96 -2.26
S: -4.37 2.95 -1.86
C: -4.33 1.85 -3.30
C: -4.82 0.47 -2.99
C: -6.07 0.03 -3.43
C: -6.52 -1.24 -3.10
C: -5.73 -2.09 -2.33
C: -4.48 -1.65 -1.90
C: -4.04 -0.39 -2.22
C: 0.14 2.38 2.25
C: 0.15 2.44 3.64
C: 1.29 2.24 4.39
C: 2.49 2.01 3.71
C: 2.52 1.96 2.34
C: 1.35 2.13 1.54
O: 1.45 2.08 0.25
H: -2.00 4.58 1.29
H: -1.64 4.20 2.98
H: -3.04 3.46 2.14
H: -3.28 1.83 -3.62
H: -4.91 2.32 -4.09
H: -6.68 0.68 -4.03
H: -7.49 -1.57 -3.45
H: -6.09 -3.08 -2.07
H: -3.85 -2.30 -1.30
H: -3.06 -0.06 -1.88
H: -0.79 2.61 4.16
H: 1.26 2.27 5.48
H: 3.41 1.85 4.27
H: 3.44 1.76 1.81
C: -0.77 -3.82 2.70
C: -0.82 -2.30 2.69
C: -1.24 -1.76 1.41
N: -1.48 -1.23 0.41
H: -0.56 -4.19 3.70
H: 0.02 -4.17 2.03
H: -1.72 -4.25 2.37
H: 0.17 -1.88 2.89
H: -1.51 -1.92 3.45
O: 5.02 -4.15 1.61
S: 4.52 -2.91 2.18
O: 4.80 -2.73 3.59
N: 2.99 -2.65 1.82
C: 2.83 -1.57 1.03
O: 1.75 -1.13 0.62
C: 4.14 -0.91 0.66
C: 4.35 0.18 -0.16
C: 5.66 0.61 -0.35
C: 6.72 -0.04 0.28
C: 6.50 -1.14 1.10
C: 5.20 -1.55 1.27
H: 3.51 0.70 -0.61
H: 5.86 1.46 -0.99
H: 7.73 0.32 0.12
H: 7.32 -1.65 1.60

Values from the calculation:
Charge ... -2
E_tot ... -3105.58748 Ha
Kohn-Sham gap ... 6.5 eV


(3)
The following is a DFT calculation (ωB97M-V/def2-TZVPD) of C31H29F3NO7SbV as an isolated structure at a distorted geometry.

Positions of all 73 atoms, in Å:
V: 0.21 0.06 0.45
C: 0.96 -1.41 3.46
O: 0.97 -1.49 2.04
C: 1.06 -2.83 1.58
C: 1.21 -2.76 0.06
O: 0.30 -1.79 -0.43
C: -0.61 -2.23 -1.44
C: -1.42 -1.00 -1.90
O: -2.19 -0.46 -0.85
C: -3.44 -1.10 -0.65
H: 1.92 -1.77 3.87
H: 0.15 -2.02 3.89
H: 0.81 -0.37 3.73
H: 0.16 -3.38 1.88
H: 1.94 -3.32 2.02
H: 1.04 -3.74 -0.38
H: 2.23 -2.44 -0.19
H: -1.29 -2.98 -1.01
H: -0.08 -2.67 -2.29
H: -2.05 -1.26 -2.76
H: -0.71 -0.20 -2.18
H: -4.05 -1.04 -1.56
H: -3.94 -0.55 0.14
H: -3.32 -2.15 -0.35
O: -4.62 1.39 5.17
C: -4.55 2.08 4.17
O: -5.04 3.07 3.69
C: -3.38 1.45 3.21
C: -3.13 0.09 3.20
C: -2.08 -0.38 2.43
N: -1.30 0.43 1.71
C: -1.58 1.75 1.73
C: -2.60 2.32 2.47
C: -0.69 2.51 0.78
O: -0.57 3.70 0.74
O: -0.08 1.64 0.03
H: -3.75 -0.57 3.77
H: -1.87 -1.44 2.37
H: -2.77 3.38 2.44
F: 7.78 3.50 -3.17
C: 6.69 2.94 -2.64
C: 5.59 2.70 -3.45
C: 4.46 2.14 -2.89
C: 4.43 1.81 -1.55
C: 5.55 2.05 -0.75
C: 6.68 2.62 -1.29
Sb: 2.73 0.95 -0.54
C: 4.03 -0.57 0.29
C: 4.31 -0.76 1.64
C: 5.09 -1.83 2.05
C: 5.55 -2.73 1.10
F: 6.26 -3.79 1.49
C: 5.29 -2.56 -0.25
C: 4.53 -1.47 -0.64
C: 2.70 2.45 0.98
C: 3.18 3.73 0.73
C: 3.06 4.73 1.67
C: 2.45 4.43 2.88
F: 2.35 5.38 3.82
C: 1.94 3.17 3.15
C: 2.05 2.19 2.18
H: 5.63 2.96 -4.49
H: 3.59 1.96 -3.51
H: 5.52 1.79 0.30
H: 7.55 2.81 -0.67
H: 3.94 -0.07 2.39
H: 5.33 -1.98 3.09
H: 5.66 -3.27 -0.97
H: 4.35 -1.32 -1.70
H: 3.66 3.95 -0.22
H: 3.42 5.73 1.48
H: 1.45 2.98 4.09
H: 1.63 1.20 2.36

Values from the calculation:
Charge ... +1
E_tot ... -3263.63629 Ha
Multiplicity ... 3
Kohn-Sham gap (alpha / beta) ... 4.7 / 5.3 eV